Record 1
DFT (ωB97M-V/def2-TZVPD) results for the molecule C14H17N3O2.

CARTESIAN COORDINATES (ANGSTROEM)
C: -3.188 -2.816 -0.109
C: -1.871 -2.123 0.285
C: -2.128 -0.694 0.856
C: -0.814 -0.073 1.402
N: 0.154 0.322 0.364
C: 1.319 -0.477 0.242
C: 1.719 -1.067 -0.973
C: 2.880 -1.836 -1.040
C: 3.711 -1.878 0.075
C: 3.340 -1.239 1.247
C: 2.119 -0.583 1.366
C: 0.020 1.607 -0.217
C: 1.006 2.159 -0.969
C: 0.826 3.428 -1.627
O: 1.606 3.929 -2.445
N: -0.335 4.129 -1.378
C: -1.306 3.572 -0.573
O: -2.373 4.171 -0.367
N: -1.143 2.326 -0.022
H: -3.689 -3.211 0.775
H: -3.054 -3.653 -0.806
H: -3.851 -2.095 -0.589
H: -1.301 -2.734 1.020
H: -1.275 -2.075 -0.607
H: -2.571 -0.021 0.067
H: -2.842 -0.765 1.661
H: -1.097 0.811 1.968
H: -0.403 -0.811 2.097
H: 1.057 -0.942 -1.828
H: 3.231 -2.338 -1.952
H: 4.727 -2.327 -0.038
H: 3.979 -1.274 2.097
H: 1.883 -0.093 2.301
H: 1.943 1.638 -1.162
H: -0.402 5.119 -1.660
H: -1.875 1.918 0.538

Its HOMO energy is -8.42 eV. For the LUMO energy, the calculation gives 0.538 eV. As for the total energy: -23360.0363 eV. As for the SMILES: CCCCN(c1ccccc1)c1cc(=O)[nH]c(=O)[nH]1. As for the charge: 0.


Record 2
DFT (ωB97M-V/def2-TZVPD) results for the molecule C14H17N3O4S3.

CARTESIAN COORDINATES (ANGSTROEM)
C: 7.385 -0.145 1.290
O: 7.103 1.235 1.298
C: 5.806 1.575 0.885
C: 5.567 1.455 -0.621
S: 5.091 -0.221 -1.172
C: 3.447 -0.249 -0.645
N: 2.851 0.742 -0.068
N: 1.584 0.488 0.238
C: 1.200 -0.696 -0.096
N: -0.061 -1.176 0.116
C: -0.418 -2.424 -0.292
O: 0.357 -3.170 -0.852
C: -1.860 -2.805 -0.006
C: -2.874 -1.792 -0.525
S: -3.384 -0.700 0.856
O: -2.214 0.036 1.282
O: -4.042 -1.512 1.839
C: -4.552 0.443 0.123
C: -4.077 1.598 -0.466
C: -4.977 2.465 -1.064
C: -6.331 2.162 -1.064
C: -6.793 1.000 -0.465
C: -5.898 0.130 0.134
S: 2.437 -1.672 -0.875
H: 8.346 -0.261 1.789
H: 7.457 -0.544 0.273
H: 6.620 -0.708 1.838
H: 5.051 0.987 1.426
H: 5.689 2.626 1.164
H: 4.757 2.114 -0.925
H: 6.478 1.693 -1.168
H: -0.718 -0.577 0.632
H: -2.024 -3.786 -0.457
H: -1.995 -2.904 1.076
H: -2.476 -1.157 -1.312
H: -3.786 -2.275 -0.863
H: -3.020 1.812 -0.431
H: -4.625 3.375 -1.524
H: -7.030 2.840 -1.529
H: -7.848 0.775 -0.462
H: -6.221 -0.774 0.624

Its HOMO energy is -8.09 eV. For the LUMO energy, the calculation gives 0.095 eV. As for the total energy: -59958.8321 eV. As for the SMILES: COCCSc1nnc(NC(=O)CCS(=O)(=O)c2ccccc2)s1. As for the charge: 0.


Record 3
DFT (ωB97M-V/def2-TZVPD) results for a structure of composition C14H17N3O5PtS3.

CARTESIAN COORDINATES (ANGSTROEM)
Pt: -0.066 0.532 -0.208
O: 0.103 -3.625 0.137
C: 0.132 -2.587 -0.542
O: -0.652 -1.600 -0.368
C: 1.128 -2.544 -1.693
C: 1.223 -3.723 -2.430
C: 2.077 -3.857 -3.511
C: 2.885 -2.779 -3.854
C: 2.813 -1.609 -3.128
C: 1.940 -1.447 -2.039
S: 2.047 0.087 -1.194
H: 0.604 -4.551 -2.108
H: 2.115 -4.785 -4.071
H: 3.570 -2.847 -4.694
H: 3.440 -0.767 -3.398
O: -2.103 4.138 -1.111
S: -1.346 2.935 -0.829
O: 0.047 3.209 -0.384
O: -1.313 1.952 -1.925
S: -2.119 1.816 0.753
C: -0.249 3.503 3.862
C: 0.786 3.668 2.765
N: 1.089 2.384 2.159
C: 0.680 1.206 2.716
N: 0.512 0.172 1.957
C: 0.048 -1.068 2.547
C: 0.589 -1.231 3.958
C: 0.174 -0.028 4.777
N: 0.528 1.198 4.090
C: 0.238 2.425 4.809
H: -1.195 3.200 3.406
H: -0.400 4.442 4.401
H: 1.698 4.124 3.179
H: 0.413 4.312 1.968
H: 0.938 2.402 1.149
H: 0.343 -1.901 1.913
H: -1.050 -1.076 2.556
H: 1.680 -1.298 3.925
H: 0.211 -2.148 4.417
H: 0.665 -0.022 5.758
H: -0.911 -0.055 4.959
H: 1.128 2.771 5.359
H: -0.529 2.196 5.558

Its HOMO energy (spin up / spin down) is -0.55 / -1.15 eV. For the LUMO energy (spin up / spin down), the calculation gives 4.594 / 4.591 eV. As for the total energy: -65256.4226 eV. The multiplicity is 3. As for the charge: -2.


Summary of maximum force in eV/A
4.0; 2.0; 0.7
(order as listed above)
Summary of ΔE to the lowest compared entry with this formula, charge and spin in eV
0.632; 0.000; 0.000
(order as listed above)